Formula: C6H12O
Source: the OMol25 dataset
Level of theory: ωB97M-V/def2-TZVPD

total energy = -310.9958 a.u.
SMILES = COCC1(C)CC1
LUMO level = 1.0 eV
frontier orbital gap = 0.3946 Eh
strongest force on any atom = 0.00566 Eh/bohr

Element x y z (Å)
1 C 2.531 0.658 0.113
2 O 1.473 0.558 1.032
3 C 0.571 -0.507 0.812
4 C -0.690 -0.135 0.007
5 C -0.858 1.348 -0.235
6 C -1.222 -1.078 -1.044
7 C -1.899 -0.983 0.294
8 H 2.182 0.822 -0.919
9 H 3.168 -0.242 0.134
10 H 3.135 1.519 0.417
11 H 1.077 -1.349 0.318
12 H 0.270 -0.828 1.815
13 H -0.084 1.715 -0.921
14 H -0.764 1.910 0.699
15 H -1.834 1.563 -0.683
16 H -0.678 -1.991 -1.280
17 H -1.738 -0.643 -1.898
18 H -1.762 -1.822 0.976
19 H -2.877 -0.513 0.363